No. 1
Density functional theory data (ωB97M-V with the def2-TZVPD basis set) for an isolated ion of composition C6H11N2 and charge +1 in a non-equilibrium geometry.

The geometry in XYZ format:
```
19
Properties=species:S:1:pos:R:3
H 3.2415 0.8408 0.2298
N 2.7482 0.8649 1.0459
C 1.6886 0.2765 1.0174
C 0.4719 -0.1096 1.7894
C 0.2386 -1.5591 1.3925
C 0.5430 -0.2732 0.2707
C -0.1576 -0.0112 -0.9827
C -0.3757 1.4754 -1.1259
N -1.5278 -0.6946 -0.9656
H -0.2709 0.6012 2.1823
H 0.8496 -2.3164 1.6616
H -0.9083 -1.6420 1.5015
H 0.2585 -0.5523 -1.8292
H -1.0832 1.8542 -1.8984
H 0.5151 2.1457 -1.2906
H -0.7981 1.8273 -0.2823
H -2.3433 -0.2350 -0.3869
H -1.2402 -1.6030 -0.3882
H -1.8500 -0.8895 -1.9411
```

Values from the calculation:
**Charge**: +1
**Orbital gap**: 9.4 eV
**Strongest force on any atom**: 7.5 eV/A
**Spin multiplicity**: 1
**HOMO level**: -13.251 eV
**E_LUMO**: -3.846 eV
**SMILES string**: [H]/N=C1/[C@@H]2C[C@]12[C@H](C)[NH3+]



No. 2
Density functional theory data (ωB97M-V with the def2-TZVPD basis set) for C6H11N2 as an isolated structure in a non-equilibrium geometry.

The geometry in XYZ format:
```
19
Properties=species:S:1:pos:R:3
C 0.8079 -1.1826 0.2618
C 1.7126 -0.2702 -0.0971
C -0.9386 -0.2056 0.0752
C 1.0354 1.0974 -0.2220
C 3.2261 -0.6111 -0.3258
C -3.3721 -0.2365 0.2000
N -0.4441 0.9698 -0.1921
N -2.0422 -0.8486 0.1584
H 0.6941 -2.1806 0.5481
H 1.2391 1.6554 0.7571
H 1.1214 1.5630 -1.1349
H 3.6149 -0.6850 0.6779
H 3.6702 0.1606 -0.8379
H 3.2770 -1.6238 -0.7740
H -4.1025 -0.8995 0.6461
H -3.6289 0.1521 -0.8005
H -3.2739 0.6592 0.8727
H -0.9134 1.8650 -0.1689
H -1.8921 -1.9203 0.2246
```

Values from the calculation:
**Charge**: +1
**Orbital gap**: 10.9 eV
**Strongest force on any atom**: 6.9 eV/A
**Spin multiplicity**: 1
**HOMO level**: -13.915 eV
**E_LUMO**: -3.020 eV



No. 3
Density functional theory data (ωB97M-V with the def2-TZVPD basis set) for C6H11N2 as an isolated structure in a non-equilibrium geometry.

The geometry in XYZ format:
```
19
Properties=species:S:1:pos:R:3
C 0.4911 0.3960 -1.3214
C -0.1077 1.9412 0.3194
C 0.1478 -0.7989 -0.4442
C -0.9715 0.1052 0.1097
C 1.2732 -1.4871 0.4863
C -2.2676 -0.5300 0.6369
N -0.5305 1.1204 -0.8257
N 1.4204 0.8917 -2.0809
H -0.7671 2.7778 0.4665
H 0.9642 1.9668 0.5954
H -0.3641 -1.6585 -0.9720
H 1.5093 -0.7317 1.3570
H 2.1649 -1.7399 -0.1418
H 0.9454 -2.4546 0.9503
H -3.0594 0.1590 0.9922
H -2.0707 -1.1620 1.4823
H -2.6128 -1.1211 -0.2499
H 2.2697 0.3284 -2.0422
H 1.5858 1.8692 -2.1455
```

Values from the calculation:
**Charge**: +1
**Orbital gap (alpha / beta)**: 8.4 / 8.4 eV
**Strongest force on any atom**: 3.1 eV/A
**Spin multiplicity**: 1
**HOMO level (alpha / beta)**: -12.716 / -12.716 eV
**E_LUMO (alpha / beta)**: -4.328 / -4.328 eV



No. 4
Density functional theory data (ωB97M-V with the def2-TZVPD basis set) for an isolated ion of composition C6H11N2 and charge +1 in a non-equilibrium geometry.

The geometry in XYZ format:
```
19
Properties=species:S:1:pos:R:3
C 1.4437 0.3754 -1.3472
C 0.2925 -0.0249 -0.8638
C -1.2180 -1.4388 0.3530
C -1.5060 1.0110 0.4399
C 2.7540 -1.3400 1.3099
C -1.0488 -0.1812 -0.4733
N 2.5016 -0.0918 -0.5649
N 1.9160 -0.7838 0.3015
H 1.6247 0.9602 -2.3188
H -0.4635 -1.3877 1.0638
H -1.2088 -2.4930 -0.2039
H -2.0757 -1.4308 0.9024
H -1.4956 1.9486 -0.1213
H -0.8912 0.9978 1.2864
H -2.4063 0.8139 0.9206
H 2.5902 -2.3683 1.3222
H 2.5521 -0.6702 2.1351
H 3.7808 -1.2318 0.8891
H -1.7032 -0.0254 -1.3458
```

Values from the calculation:
**⟨S²⟩**: 2.019
**Charge**: +1
**Orbital gap (alpha / beta)**: 7.2 / 6.8 eV
**Strongest force on any atom**: 4.4 eV/A
**Spin multiplicity**: 3
**HOMO level (alpha / beta)**: -13.017 / -15.023 eV
**E_LUMO (alpha / beta)**: -5.809 / -8.221 eV



No. 5
Density functional theory data (ωB97M-V with the def2-TZVPD basis set) for C6H11N2O as an isolated structure in a non-equilibrium geometry.

The geometry in XYZ format:
```
20
Properties=species:S:1:pos:R:3
C 1.8072 -0.1454 -0.8186
C 2.0665 0.5080 1.0678
C -2.0425 0.0958 0.8381
C -0.9782 0.5311 -1.2181
C 0.0459 -1.1815 0.5476
C -1.2129 -0.5510 -0.1783
N 1.1957 -0.3897 0.3607
N 2.7113 0.7241 -0.3380
O 2.2755 0.7911 2.1579
H 1.8018 -0.6308 -1.7535
H -2.4632 -0.6096 1.5035
H -1.5339 0.9355 1.2943
H -2.8385 0.6861 0.4316
H 0.0305 0.5679 -1.6107
H -0.9341 1.5928 -0.8573
H -1.6557 0.3912 -2.0448
H -0.1916 -1.0881 1.6522
H 0.2534 -2.2298 0.2679
H -1.7753 -1.2930 -0.6942
H 3.4381 1.2952 -0.6081
```

Values from the calculation:
**⟨S²⟩**: 2.008
**Charge**: +1
**Orbital gap (alpha / beta)**: 8.9 / 6.8 eV
**Strongest force on any atom**: 5.6 eV/A
**Spin multiplicity**: 3
**HOMO level (alpha / beta)**: -11.793 / -15.553 eV
**E_LUMO (alpha / beta)**: -2.857 / -8.738 eV



No. 6
Density functional theory data (ωB97M-V with the def2-TZVPD basis set) for an isolated ion of composition C6H11N2O2 and charge +1 in a non-equilibrium geometry.

The geometry in XYZ format:
```
21
Properties=species:S:1:pos:R:3
C -0.4418 -0.2865 -0.2755
C -0.3153 1.0398 -0.2190
C 0.5919 -1.3222 -0.2635
C 0.9824 1.6759 0.1860
C 1.9950 -0.6457 -0.2625
C -1.9646 -0.5915 -0.3234
N -2.5916 0.6952 -0.2359
N 1.9030 0.5721 0.6465
O -1.5412 1.7218 -0.1162
O -2.2493 -1.4627 0.7843
H 0.4665 -2.0559 0.6827
H 0.3900 -1.9271 -1.1872
H 1.4958 2.2078 -0.6469
H 0.6650 2.4512 0.8972
H 2.6091 -1.4383 0.2026
H 2.1936 -0.2354 -1.3579
H -2.2025 -1.1760 -1.2490
H -3.3234 1.0067 -0.9024
H 2.9069 0.8655 0.9257
H 1.4882 0.1509 1.5246
H -3.0579 -1.2455 1.1899
```

Values from the calculation:
**⟨S²⟩**: 2.007
**Charge**: +1
**Orbital gap (alpha / beta)**: 5.4 / 7.7 eV
**Strongest force on any atom**: 8.2 eV/A
**Spin multiplicity**: 3
**HOMO level (alpha / beta)**: -8.649 / -13.485 eV
**E_LUMO (alpha / beta)**: -3.244 / -5.831 eV



Energy above the lowest of the compared OMol25 structures with the same formula, charge and spin, record by record: 534.4, 317.7, 521.2, 423.3, 224.0, 272.4 kJ/mol
E_tot, record by record: -344.3116, -344.3942, -344.3166, -344.1857, -419.5113, -494.7049 hartree